Entry 1:
The following is a DFT calculation (ωB97M-V/def2-TZVPD) of one molecule with the formula CH4F2P2 in a non-equilibrium geometry.

Geometry (Å):
C1 -0.87913 0.64760 -0.12545
F1 -1.84286 1.75450 0.37668
F2 -0.89666 0.57785 -1.46607
P1 -1.60876 -1.02798 0.49893
P2 0.66316 1.36126 0.68974
H1 -1.39744 -0.66776 1.74857
H2 -0.33057 -1.52826 0.37009
H3 1.32827 1.60654 -0.48461
H4 1.13196 -0.08364 0.64859

For the LUMO energy (alpha / beta), the calculation gives 0.877 / -4.677 eV. The value obtained for the HOMO energy (alpha / beta) is -4.77 / -10.24 eV. As for the expectation value of S²: 2.01. Its spin multiplicity is 3. The gap between HOMO and LUMO (alpha / beta) is 0.2076 / 0.2046 Eh. The energy above the lowest of the compared OMol25 structures with the same formula, charge and spin is 52.13 kcal/mol.



Entry 2:
The following is a DFT calculation (ωB97M-V/def2-TZVPD) of one molecule with the formula CH4F2Si in a non-equilibrium geometry.

Geometry (Å):
C1 -1.14589 -0.06458 0.33195
Si1 0.87526 -0.00455 -0.40637
F1 1.60385 -1.25818 0.19324
F2 1.74022 1.20532 0.18996
H1 -0.93737 0.20527 1.43142
H2 -1.72935 0.79305 -0.02561
H3 -1.64080 -1.06640 0.13284
H4 1.23407 0.19007 -1.84742

For the LUMO energy, the calculation gives 0.920 eV. The value obtained for the HOMO energy is -10.94 eV. The SMILES is C[SiH](F)F. The gap between HOMO and LUMO is 0.4358 Eh. The energy above the lowest of the compared OMol25 structures with the same formula, charge and spin is 13.25 kcal/mol.



Entry 3:
The following is a DFT calculation (ωB97M-V/def2-TZVPD) of a 2-piece molecular cluster, CH4F2Si overall in a non-equilibrium geometry.

Geometry (Å):
C1 -0.75716 -0.72734 0.36460
F1 0.21162 1.04516 -1.83764
F2 1.82070 -0.03957 -0.31430
Si1 0.37808 0.58766 -0.32966
H1 -1.65191 -0.89759 -0.19226
H2 -0.10334 -1.64640 0.37564
H3 -1.01918 -0.43783 1.31229
H4 1.12118 2.11590 0.62133

For the LUMO energy, the calculation gives 0.545 eV. The value obtained for the HOMO energy is -10.40 eV. The gap between HOMO and LUMO is 0.4022 Eh. The energy above the lowest of the compared OMol25 structures with the same formula, charge and spin is 30.82 kcal/mol.



Entry 4:
The following is a DFT calculation (ωB97M-V/def2-TZVPD) of a 2-piece molecular cluster, CH4FINP overall in a non-equilibrium geometry.

Geometry (Å):
C1 -0.49476 0.99282 0.19783
N1 -0.75308 -0.45146 0.38626
F1 -0.06411 -0.88242 -1.91198
P1 -0.10668 -1.67767 -0.52957
I1 3.11803 -1.24473 0.21940
H1 -0.41930 1.14109 -0.88924
H2 -1.13810 1.77696 0.60279
H3 0.61678 0.94757 0.52482
H4 -0.75878 -0.60215 1.39969

For the LUMO energy (alpha / beta), the calculation gives -1.528 / -1.527 eV. The value obtained for the HOMO energy (alpha / beta) is -8.39 / -8.39 eV. The gap between HOMO and LUMO (alpha / beta) is 0.2520 / 0.2521 Eh. The energy above the lowest of the compared OMol25 structures with the same formula, charge and spin is 25.16 kcal/mol.